ORCA calculation (ωB97M-V/def2-TZVPD) on C15H10AsN5O7S5V as an isolated structure.

Structure (XYZ):
```
44
Properties=species:S:1:pos:R:3:forces:R:3:mulliken_spin:R:1
V -0.4704 -1.1518 0.7845 -1.19 0.53 0.06 2.808
N 3.4920 -0.8194 1.3144 -0.33 0.06 -0.02 -0.005
C 2.2593 -1.3292 1.3629 0.44 0.19 0.36 0.073
N 1.3989 -0.4816 0.8396 2.25 1.16 -0.05 -0.064
C 2.1834 0.5943 0.4708 0.87 -2.03 0.89 0.007
N 3.4735 0.3950 0.7443 -0.31 0.60 -0.35 0.000
C 1.6799 1.8482 -0.0017 -1.34 1.52 -1.07 0.033
C 2.3755 3.0323 0.2917 0.15 -0.59 0.21 0.006
N 1.9146 4.2293 0.0094 -0.96 0.39 -0.50 -0.005
C 0.7055 4.2615 -0.5933 0.83 0.06 0.32 0.009
C 0.0389 3.1042 -0.9466 -0.11 -0.01 -0.14 0.006
N 0.5015 1.8921 -0.6739 1.57 0.03 0.89 -0.012
H 4.3628 -1.2732 1.5375 -0.18 0.13 -0.03 -0.001
H 2.0199 -2.2738 1.8100 -0.05 -0.13 -0.07 0.007
H 3.3284 2.9833 0.8033 0.03 -0.10 0.01 0.001
H 0.3016 5.2492 -0.7828 -0.10 -0.08 -0.09 0.001
H -0.9135 3.1371 -1.4647 -0.02 0.06 0.05 -0.002
O -4.2387 1.7007 5.6892 -0.50 0.28 0.51 -0.001
C -3.5148 1.2458 4.8396 0.59 -0.25 -0.51 -0.001
S -3.4120 1.8545 3.1860 0.02 -0.10 -0.02 0.002
C -2.1740 0.7448 2.5968 -0.07 -0.38 0.89 0.018
C -1.7099 -0.1579 3.4937 -0.40 0.50 -0.30 0.034
S -0.4580 -1.2849 3.1190 0.44 -0.61 1.46 -0.012
S -2.4074 -0.1041 5.1069 -0.05 0.02 -0.07 0.002
S -1.5242 0.9015 1.0159 -0.73 1.77 -0.31 -0.011
O -2.0060 -4.0573 -1.3074 0.24 0.20 0.08 0.002
As -2.3713 -2.3998 -0.8457 -2.46 -1.13 -0.69 0.000
O -3.8970 -2.2196 -1.3716 -0.45 0.57 -0.73 0.002
O -2.2117 -2.0884 0.7619 -0.21 -0.43 0.54 0.009
C -1.1099 -1.2657 -1.8049 -0.09 -0.27 0.48 -0.013
C -1.6122 -0.1551 -2.4703 -0.19 0.19 -0.22 0.042
C -0.7504 0.6929 -3.1417 -0.29 -0.10 -0.09 0.009
C 0.6134 0.4371 -3.1643 0.19 -0.49 0.00 -0.012
C 1.1195 -0.6609 -2.4914 0.35 0.30 -0.33 0.093
C 0.2565 -1.4877 -1.7954 0.09 -0.35 0.54 -0.013
S 0.9283 -2.9125 -0.9481 1.92 -1.19 -1.51 -0.015
O 2.3586 -2.6764 -0.8086 -0.17 0.05 -0.29 0.002
O 0.6327 -4.0565 -1.8082 0.06 0.21 0.16 0.007
O 0.2499 -3.0221 0.3431 0.10 -0.61 0.08 -0.009
H -1.0454 -4.1784 -1.4240 -0.09 -0.32 -0.07 0.002
H -2.6875 0.0004 -2.4553 0.11 0.05 0.02 0.000
H -1.1395 1.5650 -3.6466 -0.07 0.09 -0.09 0.001
H 1.2859 1.0919 -3.6985 0.07 0.11 -0.04 0.001
H 2.1732 -0.9030 -2.4762 0.07 0.13 -0.02 0.002
```
Forces are in eV/Å.

Values from the calculation:
2S+1: 4
Largest force on an atom in eV/Å: 2.80
Net charge: -2
Frontier orbital gap (spin up / spin down) in eV: 4.7 / 5.3
Expectation value of S²: 3.76
E_LUMO (spin up / spin down) in eV: 4.4 / 4.4
HOMO energy (spin up / spin down) in eV: -0.27 / -0.84
DFT total energy in a.u.: -6548.965992